*i*
Computed, not measured: 13 unconnected molecules or ions with the total composition H26O13, with ωB97M-V with the def2-TZVPD basis set.

Output
Gap between HOMO and LUMO in eV: 9.828

Geometry as ORCA input:
```
! RIJCOSX wB97M-V def2-TZVPD def2/J DEFGRID3
* xyz 0 1
O -1.912 -2.523 2.214
H -2.066 -1.579 2.021
H -2.636 -2.989 1.779
O 2.637 -2.323 1.328
H 1.980 -1.782 1.794
H 3.489 -2.020 1.655
O 2.357 0.722 -3.244
H 2.971 1.421 -3.488
H 2.471 0.617 -2.275
O -2.813 2.270 -0.594
H -1.893 2.467 -0.838
H -3.254 2.054 -1.424
O 0.341 0.317 0.292
H -0.440 0.036 0.797
H 0.068 0.242 -0.650
O 3.093 0.191 -0.548
H 2.237 -0.130 -0.206
H 3.488 0.661 0.192
O -0.420 0.339 -2.497
H 0.388 0.315 -3.041
H -0.523 1.273 -2.232
O 0.010 -3.132 0.113
H -0.740 -2.876 0.682
H 0.729 -3.332 0.723
O 0.514 2.765 1.826
H 0.445 1.969 1.269
H 1.457 2.883 1.979
O 0.802 -1.313 3.431
H -0.115 -1.130 3.662
H 1.126 -1.865 4.151
O -2.374 0.167 1.392
H -2.759 0.600 0.609
H -2.420 0.844 2.079
O -2.135 -1.962 -2.731
H -1.682 -1.129 -2.505
H -3.075 -1.762 -2.685
O -0.085 2.993 -1.621
H 0.683 3.103 -1.046
H 0.055 3.596 -2.362
*
```

These are the Löwdin partial charges, in e, on atoms 1 to 2:
1 O -0.07
2 H 0.00

---

*ii*
Computed, not measured: 13 unconnected molecules or ions with the total composition H26O13, with ωB97M-V with the def2-TZVPD basis set.

Output
Gap between HOMO and LUMO in eV: 8.113

Geometry as ORCA input:
```
! RIJCOSX wB97M-V def2-TZVPD def2/J DEFGRID3
* xyz 0 1
H 0.809 0.332 0.176
H 0.089 -0.640 1.095
H -2.837 -2.316 -0.013
H -3.822 -3.097 0.840
H 3.517 -2.079 -0.961
H 4.131 -1.872 -2.337
H 0.387 2.127 1.829
H -0.272 3.399 1.321
H 3.503 2.958 0.224
H 2.463 4.059 0.345
H -0.128 -0.121 -1.648
H 0.221 0.362 -3.047
H 3.097 -0.478 0.124
H 4.088 -0.108 -0.967
H 2.031 1.430 -0.512
H 0.755 1.907 -1.186
H -2.517 -0.122 0.439
H -2.570 1.357 0.094
H -1.114 -0.861 3.185
H -1.070 0.571 2.678
H -4.284 2.249 -2.371
H -3.526 1.026 -1.880
H 1.010 -3.159 3.751
H 0.788 -2.947 2.262
H -2.789 -3.063 -2.807
H -2.886 -2.071 -1.659
O -0.060 0.135 0.543
O -2.901 -3.090 0.558
O 3.337 -2.201 -1.900
O 0.551 2.901 1.277
O 3.392 3.869 0.517
O 0.482 0.455 -2.123
O 3.174 0.028 -0.692
O 1.419 2.175 -0.541
O -2.124 0.727 0.671
O -0.655 -0.023 3.314
O -3.556 1.986 -1.797
O 0.336 -2.900 3.112
O -2.471 -2.904 -1.911
*
```

These are the Löwdin partial charges, in e, on atoms 1 to 2:
1 H 0.01
2 H 0.05

---

*iii*
Computed, not measured: 13 unconnected molecules or ions with the total composition H26O13, with ωB97M-V with the def2-TZVPD basis set.

Output
Gap between HOMO and LUMO in eV: 9.869

Geometry as ORCA input:
```
! RIJCOSX wB97M-V def2-TZVPD def2/J DEFGRID3
* xyz 0 1
O 1.158 -2.199 -0.493
H 1.214 -2.926 -1.068
H 1.232 -2.561 0.422
O -2.381 1.427 -2.419
H -1.702 1.777 -1.921
H -3.191 1.809 -2.087
O -0.598 -0.314 -0.436
H 0.130 -0.951 -0.515
H -0.600 0.089 0.422
O -2.713 -2.063 -0.207
H -2.840 -2.418 0.702
H -1.988 -1.439 -0.079
O 2.324 -1.534 -3.494
H 1.759 -1.048 -2.913
H 1.997 -1.408 -4.395
O -1.448 -0.874 3.470
H -1.167 -1.048 4.366
H -0.656 -0.602 3.026
O -1.840 1.969 0.921
H -2.521 1.421 0.612
H -2.367 2.683 1.230
O -1.004 1.867 3.431
H -1.246 1.018 3.699
H -1.303 2.059 2.539
O 0.907 -0.012 2.208
H 1.662 -0.540 2.428
H 0.985 0.764 2.755
O 3.690 -1.542 -0.575
H 2.759 -1.798 -0.613
H 4.257 -2.272 -0.773
O 0.374 0.392 -2.803
H -0.299 0.124 -3.475
H -0.001 0.259 -1.966
O 2.154 1.068 -0.285
H 2.065 0.180 0.026
H 1.941 1.631 0.482
O -0.289 2.571 -1.044
H -0.870 2.460 -0.247
H 0.418 1.982 -0.934
*
```

These are the Löwdin partial charges, in e, on atoms 1 to 2:
1 O 0.00
2 H 0.08

---

*iv*
Computed, not measured: 13 unconnected molecules or ions with the total composition H26O13, with ωB97M-V with the def2-TZVPD basis set.

Output
Gap between HOMO and LUMO in eV: 9.742

Geometry as ORCA input:
```
! RIJCOSX wB97M-V def2-TZVPD def2/J DEFGRID3
* xyz 0 1
H -0.028 0.540 -0.572
H 0.890 -0.655 -0.371
H -0.477 -2.337 -0.067
H -1.591 -3.206 -0.626
H 3.556 -2.431 2.130
H 4.329 -1.382 1.347
H 0.642 -2.902 -2.472
H 0.808 -4.182 -1.670
H -0.130 -1.523 2.036
H 1.105 -1.313 2.897
H -2.810 1.966 1.343
H -3.393 0.870 2.220
H 0.678 4.485 -1.235
H 2.193 4.595 -1.261
H 1.744 2.653 1.520
H 0.733 1.706 0.896
H 2.062 2.655 -1.070
H 2.809 2.887 0.233
H -3.141 -1.608 -2.214
H -3.722 -0.204 -2.202
H 3.702 -0.670 -0.922
H 4.861 -0.688 -1.906
H -3.434 -1.222 0.930
H -2.480 -0.593 1.933
H -2.953 2.397 -0.802
H -4.081 1.807 0.028
O 0.895 0.308 -0.418
O -1.052 -2.434 -0.834
O 4.295 -1.817 2.206
O 0.181 -3.714 -2.233
O 0.191 -1.023 2.795
O -3.211 1.090 1.300
O 1.463 4.083 -1.625
O 1.010 2.071 1.744
O 2.803 2.324 -0.549
O -3.698 -1.021 -1.691
O 3.987 -1.065 -1.754
O -3.196 -1.235 1.864
O -3.902 2.228 -0.821
*
```

These are the Löwdin partial charges, in e, on atoms 1 to 2:
1 H 0.06
2 H 0.03

---

Pick the least stable structure from those above. Pick: *ii*